C42H39CaF6N2O4P3S3Se2 as an isolated structure, computed with ωB97M-V with the def2-TZVPD basis set.

CARTESIAN COORDINATES (ANGSTROEM)
1 Ca 0.077 0.343 2.515
2 F 3.059 1.425 4.682
3 C 2.089 1.939 5.403
4 F 1.855 3.185 5.079
5 F 2.401 1.855 6.691
6 S 0.489 0.995 5.195
7 O -0.294 1.702 4.167
8 O -0.051 0.904 6.515
9 N 1.045 -0.397 4.540
10 S -0.091 -1.495 4.230
11 O -1.367 -1.173 4.809
12 O -0.077 -1.782 2.794
13 C 0.588 -3.014 4.994
14 F 1.728 -3.311 4.391
15 F 0.796 -2.780 6.273
16 F -0.290 -3.974 4.819
17 Se -1.727 2.141 1.308
18 P 0.047 3.376 1.465
19 Se 1.903 2.276 1.713
20 C 0.144 4.388 -0.055
21 C -1.021 4.824 -0.690
22 C -0.937 5.633 -1.819
23 C 0.304 6.004 -2.326
24 C 1.464 5.556 -1.711
25 C 1.387 4.754 -0.576
26 C -0.073 4.635 2.767
27 C 0.979 5.536 2.939
28 C 0.873 6.551 3.878
29 C -0.276 6.662 4.659
30 C -1.314 5.757 4.498
31 C -1.217 4.744 3.547
32 H -1.986 4.514 -0.312
33 H -1.847 5.976 -2.304
34 H 0.365 6.639 -3.205
35 H 2.434 5.820 -2.120
36 H 2.291 4.387 -0.103
37 H 1.877 5.441 2.342
38 H 1.687 7.258 4.003
39 H -0.358 7.458 5.391
40 H -2.206 5.838 5.111
41 H -2.027 4.041 3.402
42 C -0.161 -0.279 -5.892
43 S -1.154 -1.784 -5.870
44 C 0.009 -2.933 -5.072
45 C -0.230 -3.141 -3.577
46 C -0.088 -1.847 -2.796
47 N -0.249 -2.052 -1.325
48 P -1.642 -1.193 -0.624
49 C -2.992 -1.728 -1.765
50 C -3.298 -3.063 -2.037
51 C -4.329 -3.381 -2.909
52 C -5.079 -2.368 -3.511
53 C -4.787 -1.041 -3.245
54 C -3.742 -0.724 -2.377
55 C -2.105 -2.323 0.753
56 C -3.044 -1.822 1.655
57 C -3.501 -2.604 2.712
58 C -3.014 -3.896 2.875
59 C -2.065 -4.396 1.987
60 C -1.615 -3.615 0.931
61 P 1.157 -1.885 -0.310
62 C 2.279 -3.070 -1.186
63 C 2.168 -4.403 -0.771
64 C 2.903 -5.414 -1.376
65 C 3.774 -5.106 -2.413
66 C 3.898 -3.786 -2.838
67 C 3.159 -2.774 -2.227
68 C 1.961 -0.290 -0.788
69 C 1.272 0.753 -1.400
70 C 1.919 1.940 -1.731
71 C 3.259 2.111 -1.419
72 C 3.947 1.098 -0.756
73 C 3.301 -0.091 -0.445
74 H -0.759 0.485 -6.394
75 H 0.760 -0.434 -6.459
76 H 0.081 0.067 -4.883
77 H 1.019 -2.554 -5.261
78 H -0.104 -3.876 -5.604
79 H 0.493 -3.872 -3.198
80 H -1.233 -3.546 -3.431
81 H -0.844 -1.144 -3.154
82 H 0.885 -1.415 -3.014
83 H -2.731 -3.855 -1.561
84 H -4.555 -4.421 -3.122
85 H -5.892 -2.622 -4.184
86 H -5.365 -0.250 -3.712
87 H -3.508 0.316 -2.166
88 H -3.422 -0.812 1.531
89 H -4.228 -2.202 3.411
90 H -3.374 -4.513 3.693
91 H -1.670 -5.399 2.125
92 H -0.866 -3.999 0.248
93 H 1.488 -4.650 0.042
94 H 2.801 -6.440 -1.034
95 H 4.355 -5.889 -2.889
96 H 4.576 -3.538 -3.649
97 H 3.277 -1.756 -2.576
98 H 0.213 0.659 -1.601
99 H 1.367 2.736 -2.224
100 H 3.765 3.039 -1.675
101 H 4.989 1.238 -0.478
102 H 3.849 -0.878 0.066

Cartesian forces (eV/Å) of the 2 atoms listed first:
-0.1 1.9 -4.1
0.4 0.0 -0.1

Computed properties:
Kohn-Sham gap: 8.2931 eV

Löwdin population analysis, charges in e, atoms 1 to 6: 0.88, 0.13, -0.71, 0.16, 0.16, 0.65